# 1
{
  "formula": "C34H37N11O3S2W",
  "method": "ωB97M-V/def2-TZVPD",
  "elements": ["W", "N", "C", "N", "C", "N", "N", "C", "N", "C", "C", "C", "C", "C", "N", "H", "H", "H", "H", "H", "H", "H", "H", "C", "C", "N", "O", "C", "C", "N", "O", "H", "H", "H", "H", "H", "H", "H", "S", "C", "N", "C", "C", "C", "C", "C", "C", "H", "H", "H", "H", "H", "C", "S", "C", "O", "H", "H", "H", "H", "H", "H", "C", "C", "C", "N", "C", "C", "H", "H", "H", "H", "H", "C", "C", "C", "C", "C", "C", "C", "C", "N", "H", "H", "H", "H", "H", "H"],
  "coordinates": [[-0.225, 0.107, 0.042], [2.074, 2.216, 1.127], [1.204, 1.981, 2.150], [1.272, 2.714, 3.229], [0.425, 2.401, 4.234], [0.545, 3.069, 5.373], [-0.500, 1.447, 4.119], [-0.580, 0.822, 2.959], [0.312, 0.976, 1.924], [-1.714, -0.013, 2.681], [-2.680, -0.308, 3.650], [-3.813, -0.994, 3.287], [-3.945, -1.381, 1.948], [-2.943, -1.093, 1.056], [-1.824, -0.416, 1.384], [2.723, 2.965, 1.327], [2.501, 1.327, 0.839], [1.198, 3.833, 5.435], [-0.061, 2.863, 6.149], [-2.502, 0.015, 4.661], [-4.584, -1.224, 4.002], [-4.819, -1.916, 1.617], [-3.034, -1.413, 0.024], [-3.269, -0.821, -3.123], [-2.405, -0.254, -2.043], [-1.246, -0.778, -1.636], [-0.818, -1.947, -2.272], [-2.751, 0.932, -1.336], [-3.933, 1.812, -1.565], [-1.835, 1.162, -0.426], [-1.702, 2.133, 0.383], [-3.468, -1.886, -2.991], [-2.813, -0.679, -4.103], [-4.227, -0.311, -3.130], [-1.564, -2.346, -2.761], [-4.002, 2.125, -2.604], [-3.822, 2.690, -0.930], [-4.859, 1.306, -1.294], [0.654, 2.645, -4.229], [0.235, 1.453, -3.074], [0.138, 1.835, -1.829], [0.377, 3.190, -1.720], [0.344, 3.957, -0.554], [0.670, 5.292, -0.631], [1.024, 5.886, -1.844], [1.036, 5.158, -3.014], [0.705, 3.814, -2.944], [0.110, 0.435, -3.401], [0.057, 3.519, 0.388], [0.654, 5.889, 0.266], [1.278, 6.932, -1.870], [1.309, 5.609, -3.954], [4.927, 0.847, 2.344], [3.798, -0.602, 2.257], [4.997, -1.793, 1.566], [2.880, -0.308, 1.096], [5.790, 0.568, 2.938], [4.403, 1.662, 2.838], [5.239, 1.139, 1.345], [5.787, -1.944, 2.293], [5.401, -1.412, 0.634], [4.466, -2.725, 1.390], [3.907, -0.566, -3.147], [3.073, -1.615, -2.807], [2.047, -1.406, -1.896], [1.806, -0.230, -1.297], [2.645, 0.771, -1.618], [3.678, 0.653, -2.530], [4.706, -0.692, -3.861], [3.204, -2.591, -3.249], [1.391, -2.229, -1.661], [2.483, 1.728, -1.142], [4.289, 1.510, -2.757], [0.264, -1.991, 0.646], [-0.103, -2.412, 2.025], [0.637, -1.978, 3.130], [0.283, -2.325, 4.416], [-0.852, -3.104, 4.636], [-1.589, -3.570, 3.547], [-1.202, -3.242, 2.265], [-1.265, -3.384, 5.960], [-1.618, -3.565, 7.034], [-0.175, -2.725, -0.043], [1.356, -2.076, 0.578], [1.506, -1.361, 2.966], [0.875, -2.005, 5.259], [-2.467, -4.176, 3.710], [-1.765, -3.636, 1.430]],
  "homo_ev": [-13.209, -12.958],
  "relative_energy_kj_mol": 120.0,
  "largest_force_ev_per_a": 2.30,
  "orbital_gap_ev": [6.537, 6.592],
  "total_charge": 2,
  "total_energy_ev": -81873.7746
}

# 2
{
  "formula": "C34H37N3O4RuSi",
  "method": "ωB97M-V/def2-TZVPD",
  "elements": ["Ru", "C", "C", "C", "C", "C", "C", "C", "C", "C", "C", "H", "H", "H", "H", "H", "H", "H", "H", "H", "H", "H", "H", "H", "H", "H", "O", "C", "O", "C", "C", "C", "N", "C", "C", "C", "O", "O", "H", "H", "H", "C", "C", "C", "C", "C", "C", "Si", "C", "C", "C", "C", "C", "C", "H", "H", "H", "H", "H", "H", "H", "H", "H", "H", "H", "C", "C", "C", "C", "N", "N", "C", "H", "H", "H", "H", "H", "H", "H", "H"],
  "coordinates": [[-0.845, -0.283, -0.095], [-2.567, -1.590, -0.637], [-1.334, -2.263, -0.966], [-0.662, -1.505, -1.978], [-1.425, -0.314, -2.196], [-2.617, -0.378, -1.380], [-3.769, 0.577, -1.408], [-1.131, 0.725, -3.234], [0.543, -1.945, -2.748], [-0.890, -3.602, -0.460], [-3.700, -2.125, 0.186], [-4.540, 0.262, -2.123], [-3.445, 1.579, -1.692], [-4.239, 0.653, -0.426], [-1.522, 0.440, -4.217], [-0.054, 0.876, -3.358], [-1.573, 1.686, -2.967], [1.216, -2.539, -2.127], [1.111, -1.092, -3.125], [0.261, -2.559, -3.612], [-1.122, -4.405, -1.167], [-1.375, -3.844, 0.487], [0.186, -3.613, -0.280], [-4.548, -2.392, -0.454], [-4.061, -1.395, 0.915], [-3.412, -3.024, 0.732], [0.420, 0.101, 6.929], [-0.546, -0.467, 6.390], [-1.561, -0.996, 6.878], [-0.477, -0.528, 4.842], [-1.467, -1.152, 4.097], [-1.389, -1.156, 2.717], [-0.397, -0.583, 2.020], [0.603, -0.034, 2.748], [0.580, 0.020, 4.137], [1.831, 0.470, 2.086], [2.708, 1.078, 2.657], [1.934, 0.186, 0.783], [-2.295, -1.618, 4.614], [-2.165, -1.612, 2.118], [1.394, 0.481, 4.680], [5.558, 4.170, -0.825], [5.227, 3.790, 0.470], [4.519, 2.618, 0.698], [4.135, 1.797, -0.368], [4.467, 2.201, -1.664], [5.173, 3.375, -1.895], [3.288, 0.139, -0.169], [4.436, -1.211, 0.405], [4.899, -1.308, 1.722], [5.740, -2.344, 2.101], [6.142, -3.294, 1.172], [5.697, -3.209, -0.139], [4.848, -2.177, -0.515], [6.108, 5.086, -0.999], [5.519, 4.412, 1.307], [4.260, 2.330, 1.709], [4.175, 1.586, -2.509], [5.422, 3.667, -2.908], [2.782, -0.220, -1.510], [4.594, -0.575, 2.458], [6.079, -2.411, 3.127], [6.796, -4.103, 1.472], [6.002, -3.951, -0.867], [4.490, -2.130, -1.538], [1.580, 4.587, -1.154], [0.666, 3.700, -0.381], [-0.118, 3.932, 0.724], [-0.778, 2.715, 0.999], [-0.420, 1.800, 0.102], [0.458, 2.413, -0.714], [-1.787, 2.409, 2.055], [1.408, 5.625, -0.875], [1.410, 4.489, -2.228], [2.625, 4.347, -0.954], [-0.220, 4.863, 1.257], [0.840, 1.878, -1.477], [-2.249, 3.327, 2.419], [-1.332, 1.903, 2.908], [-2.554, 1.748, 1.650]],
  "homo_ev": [-2.619, -3.784],
  "relative_energy_kj_mol": 0.0,
  "largest_force_ev_per_a": 0.68,
  "orbital_gap_ev": [4.814, 5.978],
  "total_charge": -1,
  "total_energy_ev": -58982.6708,
  "multiplicity": 2
}

# 3
{
  "formula": "C34H38Br2N4NiO2P",
  "method": "ωB97M-V/def2-TZVPD",
  "elements": ["Ni", "O", "C", "C", "C", "C", "C", "C", "C", "O", "N", "N", "C", "C", "Br", "C", "C", "C", "C", "C", "C", "C", "H", "H", "H", "H", "H", "H", "H", "H", "H", "H", "H", "H", "H", "H", "Br", "C", "C", "C", "C", "C", "C", "N", "C", "C", "C", "C", "C", "C", "N", "H", "H", "H", "H", "H", "H", "H", "H", "H", "C", "C", "P", "C", "C", "C", "C", "H", "H", "H", "H", "H", "H", "H", "H", "H", "H", "H", "H", "H", "H", "H"],
  "coordinates": [[-0.597, 0.398, -0.441], [3.988, -0.146, 2.689], [4.418, -0.584, 1.461], [5.767, -0.853, 1.276], [6.234, -1.266, 0.029], [5.361, -1.439, -1.032], [4.005, -1.213, -0.821], [3.499, -0.781, 0.400], [2.008, -0.540, 0.578], [1.270, -0.595, -0.580], [1.804, 0.767, 1.176], [0.526, 1.315, 1.019], [0.227, 2.425, 1.633], [-0.906, 3.226, 1.259], [-1.115, 3.580, -0.603], [-1.744, 3.772, 2.172], [-1.676, 3.556, 3.611], [-0.647, 4.152, 4.375], [-0.490, 3.785, 5.714], [-1.338, 2.842, 6.301], [-2.411, 2.326, 5.575], [-2.603, 2.691, 4.244], [4.746, -0.165, 3.322], [6.501, -0.682, 2.086], [7.312, -1.446, -0.130], [5.705, -1.713, -2.028], [3.300, -1.354, -1.644], [1.589, -1.293, 1.326], [2.237, 0.814, 2.120], [0.763, 2.691, 2.545], [-2.540, 4.440, 1.792], [0.029, 4.921, 3.935], [0.301, 4.248, 6.312], [-1.166, 2.504, 7.328], [-3.116, 1.624, 6.043], [-3.436, 2.268, 3.665], [4.321, 0.866, -6.057], [2.764, 0.934, -5.011], [1.485, 0.728, -5.553], [0.344, 0.693, -4.733], [0.472, 0.885, -3.358], [1.738, 1.170, -2.809], [2.865, 1.193, -3.616], [-0.620, 0.849, -2.508], [-1.862, 0.728, -2.958], [-2.944, 0.687, -1.998], [-4.309, 0.883, -2.342], [-5.218, 0.905, -1.308], [-4.771, 0.801, 0.037], [-3.425, 0.595, 0.267], [-2.526, 0.559, -0.703], [1.373, 0.588, -6.646], [-0.648, 0.537, -5.177], [1.820, 1.395, -1.734], [3.825, 1.322, -3.141], [-2.038, 0.719, -4.035], [-4.608, 1.033, -3.397], [-6.278, 1.026, -1.504], [-5.473, 0.882, 0.865], [-2.993, 0.504, 1.271], [-0.489, -3.429, 2.127], [-1.045, -2.130, 1.527], [-0.917, -1.899, -0.327], [-2.502, -2.688, -0.786], [-2.706, -2.887, -2.299], [0.236, -3.192, -0.948], [0.728, -3.073, -2.402], [-0.636, -3.439, 3.213], [0.589, -3.513, 1.971], [-0.977, -4.309, 1.708], [-0.526, -1.256, 1.936], [-2.089, -1.995, 1.836], [-3.300, -2.054, -0.421], [-2.593, -3.642, -0.270], [-2.220, -2.105, -2.894], [-3.790, -2.832, -2.518], [-2.352, -3.854, -2.631], [-0.254, -4.168, -0.792], [1.101, -3.119, -0.277], [-0.091, -3.132, -3.132], [1.431, -3.908, -2.632], [1.301, -2.133, -2.548]],
  "homo_ev": [-10.273, -10.514],
  "largest_force_ev_per_a": 3.58,
  "orbital_gap_ev": [6.231, 6.457],
  "total_charge": 1,
  "total_energy_ev": -236340.1391,
  "multiplicity": 3
}

# 4
{
  "formula": "C34H38Cl4N5O9RbS3",
  "method": "ωB97M-V/def2-TZVPD",
  "elements": ["Rb", "Cl", "C", "Cl", "H", "H", "Cl", "C", "Cl", "H", "H", "S", "C", "C", "C", "N", "C", "C", "C", "C", "C", "N", "C", "C", "H", "H", "H", "H", "H", "H", "H", "H", "C", "C", "O", "C", "C", "H", "H", "H", "H", "H", "H", "H", "H", "H", "H", "C", "C", "O", "O", "H", "H", "H", "C", "C", "C", "C", "C", "C", "C", "S", "O", "O", "O", "H", "H", "H", "H", "H", "H", "H", "O", "S", "O", "O", "C", "N", "C", "C", "C", "N", "C", "C", "C", "N", "C", "C", "H", "H", "H", "H", "H", "H"],
  "coordinates": [[-0.385, 0.871, -0.511], [-1.395, -2.351, -1.529], [-2.155, -1.495, -2.915], [-3.225, -0.193, -2.343], [-2.749, -2.205, -3.473], [-1.371, -1.058, -3.513], [-0.315, -1.147, 1.609], [0.195, -2.548, 2.514], [-0.981, -3.016, 3.778], [1.132, -2.304, 2.998], [0.303, -3.390, 1.844], [-6.390, -0.212, 4.348], [-5.231, -0.337, 3.001], [-4.508, 0.784, 2.633], [-3.590, 0.674, 1.596], [-3.363, -0.466, 0.940], [-4.079, -1.534, 1.294], [-5.025, -1.524, 2.307], [-5.595, -1.289, 5.524], [-4.553, -0.827, 6.314], [-3.964, -1.698, 7.220], [-4.349, -2.967, 7.387], [-5.351, -3.398, 6.617], [-5.999, -2.607, 5.681], [-4.626, 1.722, 3.162], [-2.968, 1.522, 1.330], [-3.873, -2.449, 0.744], [-5.574, -2.425, 2.560], [-4.193, 0.189, 6.209], [-3.139, -1.358, 7.838], [-5.651, -4.433, 6.751], [-6.811, -3.007, 5.087], [2.830, -2.682, -0.874], [3.264, -1.546, -1.771], [3.232, -0.350, -1.015], [3.672, 0.763, -1.772], [3.462, 2.026, -0.970], [2.801, -3.620, -1.435], [1.835, -2.485, -0.474], [3.518, -2.799, -0.034], [2.598, -1.455, -2.635], [4.281, -1.721, -2.145], [3.124, 0.808, -2.714], [4.737, 0.641, -2.011], [2.402, 2.211, -0.771], [3.844, 2.884, -1.527], [3.975, 1.967, -0.009], [-0.898, 1.669, 3.985], [-0.742, 2.557, 2.762], [-0.588, 3.775, 2.936], [-0.749, 1.936, 1.638], [-1.148, 2.264, 4.863], [0.050, 1.153, 4.168], [-1.649, 0.892, 3.815], [4.648, 4.690, -5.164], [3.407, 3.911, -4.798], [3.171, 2.648, -5.341], [2.063, 1.906, -4.970], [1.167, 2.421, -4.038], [1.374, 3.682, -3.500], [2.490, 4.417, -3.885], [-0.192, 1.420, -3.516], [-0.844, 0.993, -4.738], [0.432, 0.307, -2.788], [-0.991, 2.269, -2.639], [5.057, 4.359, -6.121], [5.429, 4.561, -4.410], [4.441, 5.760, -5.236], [3.872, 2.239, -6.063], [1.886, 0.924, -5.393], [0.665, 4.071, -2.780], [2.653, 5.400, -3.456], [9.086, 0.857, 8.144], [8.753, 0.258, 6.870], [8.023, -0.987, 6.951], [9.820, 0.279, 5.884], [7.562, 1.424, 6.131], [7.795, 2.733, 6.313], [6.968, 3.553, 5.677], [5.929, 3.117, 4.878], [5.757, 1.748, 4.779], [6.572, 0.903, 5.403], [4.673, 1.146, 3.931], [4.719, -0.195, 3.577], [3.722, -0.696, 2.756], [2.706, 0.029, 2.274], [2.655, 1.311, 2.642], [3.607, 1.900, 3.464], [7.146, 4.618, 5.807], [5.298, 3.818, 4.349], [5.526, -0.818, 3.942], [3.756, -1.738, 2.450], [1.819, 1.899, 2.266], [3.491, 2.943, 3.729]],
  "homo_ev": -3.954,
  "relative_energy_kj_mol": 183.2,
  "largest_force_ev_per_a": 1.81,
  "orbital_gap_ev": 6.981,
  "total_charge": -2,
  "total_energy_ev": -145007.9966
}

# 5
{
  "formula": "C34H38ClN5OSTeV",
  "method": "ωB97M-V/def2-TZVPD",
  "elements": ["V", "C", "C", "N", "C", "S", "N", "N", "C", "C", "C", "C", "C", "C", "C", "N", "H", "H", "H", "H", "H", "H", "H", "H", "H", "H", "H", "H", "H", "C", "C", "C", "C", "C", "C", "Te", "N", "C", "O", "C", "C", "C", "C", "C", "C", "C", "C", "C", "C", "C", "C", "C", "C", "C", "C", "H", "H", "H", "H", "H", "H", "H", "H", "H", "H", "H", "H", "H", "H", "H", "H", "H", "H", "H", "H", "H", "H", "H", "Cl", "C", "H", "H"],
  "coordinates": [[0.715, 1.411, 0.294], [-2.226, 6.403, -1.071], [-2.367, 5.571, 0.194], [-2.327, 4.140, -0.052], [-1.189, 3.455, -0.310], [-1.380, 1.773, -0.774], [-0.068, 4.125, -0.178], [1.032, 3.332, -0.399], [2.128, 3.858, -0.795], [2.360, 5.311, -1.022], [3.169, 2.841, -1.105], [4.492, 3.160, -1.369], [5.362, 2.130, -1.705], [4.878, 0.837, -1.780], [3.541, 0.609, -1.484], [2.705, 1.582, -1.151], [-2.302, 7.465, -0.834], [-3.013, 6.161, -1.787], [-1.262, 6.224, -1.547], [-3.318, 5.783, 0.685], [-1.576, 5.810, 0.904], [-3.183, 3.662, -0.270], [1.470, 5.876, -0.765], [2.624, 5.498, -2.065], [3.194, 5.657, -0.408], [4.835, 4.183, -1.311], [6.403, 2.342, -1.908], [5.517, 0.007, -2.044], [3.120, -0.388, -1.507], [-6.199, -3.982, -2.832], [-4.887, -3.462, -2.320], [-3.684, -3.871, -2.880], [-2.459, -3.406, -2.412], [-1.208, -3.909, -3.083], [-2.442, -2.507, -1.335], [-0.495, -2.030, -0.557], [1.191, -0.407, 0.447], [2.084, -1.305, 0.842], [1.886, -2.534, 0.842], [3.445, -0.790, 1.258], [3.650, 0.507, 1.715], [4.928, 0.962, 2.000], [6.017, 0.120, 1.822], [5.819, -1.183, 1.387], [4.538, -1.639, 1.118], [-0.989, -2.527, 1.428], [-1.110, -1.527, 2.378], [-1.430, -1.850, 3.689], [-1.638, -3.174, 4.034], [-1.504, -4.170, 3.078], [-1.168, -3.871, 1.762], [-0.976, -4.974, 0.764], [-3.645, -2.043, -0.789], [-3.714, -1.012, 0.300], [-4.846, -2.543, -1.283], [-6.052, -4.711, -3.628], [-6.815, -3.172, -3.227], [-6.767, -4.464, -2.034], [-3.696, -4.575, -3.705], [-1.473, -4.560, -3.916], [-0.573, -4.479, -2.401], [-0.599, -3.095, -3.481], [2.802, 1.160, 1.890], [5.070, 1.970, 2.371], [7.018, 0.473, 2.040], [6.666, -1.846, 1.262], [4.361, -2.655, 0.789], [-0.931, -0.495, 2.112], [-1.498, -1.064, 4.430], [-1.891, -3.438, 5.053], [-1.643, -5.207, 3.360], [-1.065, -5.946, 1.247], [0.018, -4.911, 0.313], [-1.720, -4.928, -0.037], [-2.791, -0.450, 0.408], [-3.936, -1.476, 1.264], [-4.505, -0.294, 0.080], [-5.775, -2.186, -0.850], [0.838, 1.052, 3.640], [0.325, 2.162, 2.266], [0.864, 3.088, 2.479], [-0.730, 2.354, 2.467]],
  "homo_ev": [-7.319, -8.050],
  "relative_energy_kj_mol": 20.4,
  "largest_force_ev_per_a": 1.27,
  "orbital_gap_ev": [7.055, 6.750],
  "total_energy_ev": -101710.5380,
  "multiplicity": 4
}